[1]
ORCA calculation (ωB97M-V/def2-TZVPD) on C4H5NO in the gas phase in a non-equilibrium geometry.

XYZ file:
```
11
Properties=species:S:1:pos:R:3:forces:R:3
C 2.31762 -0.23752 0.10305 0.374 -0.195 -0.304
C 1.51105 -0.09321 -0.78827 0.176 0.104 1.393
C 0.12043 0.18178 -0.45629 -0.483 0.306 -0.356
C -0.68073 -0.99896 0.01090 -0.212 -0.027 -0.079
N -0.22092 1.40551 -0.38668 0.050 -0.456 -0.499
O -1.51100 1.51933 0.12629 -0.414 0.322 0.074
H 2.80249 -0.36713 1.03611 0.822 -0.115 -0.114
H -1.32689 -1.32202 -0.80620 -0.135 -0.106 0.089
H -0.02708 -1.82940 0.29268 -0.115 0.233 -0.148
H -1.30392 -0.71765 0.86267 0.030 -0.012 -0.179
H -1.68104 2.45927 0.00577 -0.094 -0.055 0.125
```
Positions in Å, forces in eV/Å.

ΔE to the lowest compared entry with this formula, charge and spin (eV): 4.802
SMILES: C#C/C(C)=N/O
F_max (Eh/bohr): 0.02738
HOMO level (eV): -9.0585
Total energy (hartree): -285.23813
Kohn-Sham gap (eV): 9.474

[2]
ORCA calculation (ωB97M-V/def2-TZVPD) on 3 unconnected molecules or ions with the total composition C4H12O3 in a non-equilibrium geometry.

XYZ file:
```
19
Properties=species:S:1:pos:R:3:forces:R:3
O 2.45130 -1.37029 -0.66497 -0.276 0.026 -0.373
C 1.59398 -0.65321 -1.10108 0.436 0.303 1.005
C 0.20623 -1.02666 -1.47692 -1.174 -0.941 -1.003
C -0.68540 0.05123 -2.06931 -0.804 0.841 0.604
C -1.38571 0.91319 -0.99981 0.173 -0.508 -0.062
H 1.88807 0.43013 -1.05868 -0.042 -0.048 -0.288
H 0.24629 -1.80546 -2.23817 0.732 -0.359 -0.112
H -0.21514 -1.59135 -0.62915 0.138 0.439 0.187
H -0.17441 0.64356 -2.81998 0.376 0.107 -0.010
H -1.48379 -0.44122 -2.62450 0.218 -0.354 -0.109
H -1.61832 1.92162 -1.31282 -0.073 0.094 -0.291
H -0.74555 0.99794 -0.12988 0.064 0.138 0.423
H -2.31534 0.41417 -0.70155 0.232 0.216 0.117
H -0.53604 -1.92996 2.70158 0.295 -0.223 0.095
H 0.51775 -0.91011 3.04481 0.168 -0.338 0.047
O 0.42770 -1.82056 2.72718 -0.486 0.571 -0.263
H 1.22618 2.34878 2.71572 -0.045 0.080 0.200
H 0.25246 1.47974 3.51944 0.025 0.133 0.170
O 0.34973 2.34846 3.11808 0.043 -0.178 -0.338
```
Positions in Å, forces in eV/Å.

Total charge: +1
ΔE to the lowest compared entry with this formula, charge and spin (eV): 1.749
Spin multiplicity: 2
F_max (Eh/bohr): 0.03516
HOMO level (spin up / spin down) (eV): -14.6231 / -14.6231
Total energy (hartree): -384.93122
Expectation value of S²: 0.757
Kohn-Sham gap (spin up / spin down) (eV): 8.474 / 4.883